(1)
Entry from the OMol25 dataset: a 13-piece molecular cluster, C37H55F2N16O5S2 overall in a non-equilibrium geometry (ωB97M-V/def2-TZVPD).

Geometry as XYZ:
```
117
Properties=species:S:1:pos:R:3:forces:R:3:lowdin_charge:R:1
O 0.66253 -2.37710 2.60218 2.19 7.39 -6.76 0.038
C 0.93505 -1.39149 1.71658 -2.06 -5.43 4.38 -0.184
F 0.33680 -1.47604 0.34124 2.27 1.17 4.62 -0.001
N 1.80987 -0.20981 2.07236 -3.75 0.27 -1.68 0.153
C 1.31926 1.09026 1.47519 5.19 0.78 -7.27 -0.196
O 1.88604 1.50030 0.32912 -4.39 -2.78 7.97 0.084
N 0.26614 2.01144 2.09555 0.02 -1.73 -0.31 -0.038
C -0.05256 1.69994 3.54086 -0.70 1.20 3.20 -0.074
C 0.89254 2.67478 4.51263 -0.27 -0.21 0.64 -0.133
C 0.17092 4.17991 4.41770 -0.28 -1.65 -0.61 -0.263
S 1.37607 5.35123 5.32055 7.90 -0.37 2.48 0.925
O 2.61819 5.71805 4.41842 -6.08 -0.94 2.57 -0.339
O 1.95552 4.63093 6.59982 -3.73 2.79 -4.63 -0.356
F 0.59432 6.81845 5.82502 1.03 -3.17 -1.34 -0.251
C 0.01101 4.55665 2.83237 -0.27 0.10 -0.78 -0.223
C -1.52764 4.70431 2.29444 -0.32 0.25 -0.56 -0.180
C -2.56357 5.45367 3.31844 0.60 0.11 1.03 -0.237
C -3.70268 6.38706 2.59937 0.06 0.07 0.26 -0.233
C -4.85138 5.57084 1.76412 -1.27 1.92 -1.08 -0.459
S -4.86999 3.71816 2.02676 -1.95 -0.63 0.31 0.825
C -6.60476 3.02502 2.14748 -5.00 -1.88 -1.39 -0.442
N -7.49986 2.40043 1.07379 2.24 1.82 3.79 -0.029
N -8.72187 1.95865 1.55835 3.62 2.87 6.63 -0.006
C -8.66014 2.29634 3.04010 1.92 0.08 -3.73 -0.010
O -7.37999 2.95293 3.41021 -2.23 -1.90 -4.03 -0.106
C 0.73600 3.42811 1.83397 -0.03 3.84 -0.54 -0.082
H 2.01122 -0.14198 3.09452 -0.37 -0.43 -0.89 0.121
H -0.62475 1.81817 1.54649 1.17 0.40 0.44 0.212
H 0.00239 0.56772 3.83136 0.11 2.18 -0.95 0.153
H -1.16878 2.04799 3.76710 2.31 -0.87 -0.85 0.166
H 2.01919 2.68599 4.19683 -2.27 0.04 0.50 0.066
H 0.86760 2.26235 5.63252 -0.09 0.99 -2.58 0.156
H -0.82921 4.08083 5.01603 1.88 0.72 -1.11 0.149
H 0.55752 5.57272 2.59402 -0.87 -2.14 0.57 0.169
H -1.49181 5.34636 1.30242 0.09 -1.37 1.94 0.143
H -1.90621 3.62544 1.95776 0.43 2.25 0.82 0.097
H -3.00477 4.63489 4.05671 0.59 1.85 -1.64 0.108
H -1.92978 6.18273 4.01739 -1.24 -1.47 -1.55 0.126
H -4.25364 7.08959 3.39151 1.38 -1.80 -1.56 0.133
H -3.15452 7.12006 1.85894 -1.07 -1.53 1.40 0.124
H -4.71325 5.77019 0.59691 -0.29 -0.60 2.60 0.103
H -5.90646 6.02552 2.05213 2.22 -1.11 -0.62 0.107
H -9.49803 2.06285 3.83111 2.19 0.73 -1.62 0.149
H 0.34248 3.70586 0.74253 1.33 -0.69 2.40 0.175
H 1.90461 3.56957 1.92200 -2.49 -0.80 -0.34 0.159
C -5.84791 -0.65549 -0.43326 0.96 1.00 0.08 -0.093
C -4.84525 0.48610 -0.47772 5.35 6.17 -0.15 -0.210
N -4.01351 1.43313 -0.51457 -6.38 -7.54 0.35 0.053
H -5.69898 -1.31613 -1.29186 0.02 0.30 0.27 0.004
H -5.71616 -1.23183 0.48656 0.07 0.21 -0.06 0.077
H -6.86636 -0.25856 -0.46193 0.23 0.08 -0.03 0.068
C -5.59423 -1.25760 -5.33956 -0.49 -0.22 1.21 -0.077
C -6.17823 -1.72831 -4.01748 -3.10 -2.51 7.04 -0.163
N -6.66271 -2.11884 -2.92076 3.73 2.88 -8.98 0.082
H -5.33767 -0.19642 -5.27703 -0.06 -0.17 0.16 0.082
H -4.69166 -1.82899 -5.57298 -0.18 0.02 0.12 0.080
H -6.32365 -1.40085 -6.14145 0.15 0.03 0.30 0.011
C -11.00089 0.13889 -0.81364 -1.16 0.42 0.14 -0.089
C -12.42552 0.64363 -0.65181 -7.82 2.77 0.89 -0.213
N -13.60732 1.06239 -0.51755 9.50 -3.36 -1.06 0.082
H -10.95819 -0.93237 -0.59821 -0.13 0.18 -0.03 0.074
H -10.65882 0.31001 -1.83800 -0.17 0.01 0.14 0.074
H -10.33741 0.66747 -0.12372 -0.18 0.01 -0.06 0.035
C 5.16625 2.83438 -1.42199 -0.87 0.79 0.38 -0.067
C 4.09569 3.77571 -0.89443 -5.86 5.14 2.91 -0.195
N 3.20760 4.55662 -0.45683 7.01 -6.32 -3.38 0.088
H 5.53275 2.19599 -0.61331 -0.14 0.18 -0.07 0.070
H 4.75138 2.20391 -2.21318 -0.03 0.16 0.15 0.083
H 6.00243 3.41054 -1.82751 -0.21 0.00 0.10 0.083
C 2.33192 -3.29687 -1.21185 0.92 0.45 -0.91 -0.087
C 3.36573 -2.91384 -2.25829 5.63 2.11 -5.65 -0.199
N 4.22330 -2.59607 -3.12641 -6.80 -2.52 6.94 0.089
H 2.78611 -3.94830 -0.46006 -0.03 0.02 -0.23 0.082
H 1.94879 -2.39861 -0.71998 0.26 -0.17 -0.32 0.037
H 1.50025 -3.82569 -1.68544 0.29 0.08 0.08 0.028
C -1.96685 -5.45144 -2.77885 1.06 -0.19 0.59 -0.072
C -0.64999 -5.66869 -2.05138 7.16 -1.21 3.96 -0.177
N 0.44240 -5.84893 -1.44786 -8.81 1.41 -4.83 0.097
H -1.80829 -4.81715 -3.65542 0.10 -0.12 0.17 0.077
H -2.37622 -6.41190 -3.10368 0.18 0.11 0.11 0.081
H -2.68495 -4.96526 -2.11284 0.20 -0.09 -0.02 0.076
C -7.63166 -4.79896 -6.82790 0.27 1.09 -0.51 -0.066
C -7.27531 -3.44708 -7.42453 1.87 7.28 -3.36 -0.178
N -6.97972 -2.32560 -7.91942 -2.43 -9.08 3.85 0.097
H -7.43664 -5.59099 -7.55625 0.00 0.23 0.04 0.080
H -7.03017 -4.98192 -5.93329 -0.06 0.14 -0.15 0.074
H -8.69039 -4.81882 -6.55531 0.18 0.13 -0.09 0.081
C 5.76625 -0.17640 3.11425 -0.81 0.78 0.47 -0.049
C 4.69569 0.76493 3.64181 -5.72 5.03 2.80 -0.145
N 3.80760 1.54584 4.07941 6.98 -6.40 -3.66 0.116
H 6.13275 -0.81479 3.92293 -0.15 0.18 -0.04 0.089
H 5.35138 -0.80687 2.32306 -0.07 0.17 0.13 0.079
H 6.60243 0.39977 2.70873 -0.21 0.03 0.12 0.088
C 6.28241 -5.64011 -2.76394 0.00 -1.11 -0.58 -0.076
C 6.31185 -6.98438 -3.47289 0.17 -7.34 -3.85 -0.177
N 6.33625 -8.09950 -4.06104 -0.25 8.94 4.77 0.094
H 6.56644 -5.76534 -1.71538 -0.01 -0.13 -0.20 0.075
H 6.98311 -4.95065 -3.24276 -0.10 -0.19 -0.02 0.079
H 5.27603 -5.21527 -2.81186 0.16 -0.13 -0.10 0.045
C 8.33192 -8.97012 -6.35525 0.90 0.38 -0.92 -0.100
C 9.36573 -8.58709 -7.40169 5.65 2.05 -5.71 -0.200
N 10.22330 -8.26932 -8.26980 -6.77 -2.48 6.96 0.077
H 8.78611 -9.62155 -5.60346 0.00 0.14 -0.18 0.076
H 7.94879 -8.07186 -5.86338 0.14 -0.18 -0.17 0.032
H 7.50025 -9.49894 -6.82883 0.19 0.12 0.01 0.078
C 3.43315 6.62502 9.14861 1.08 -0.20 0.62 -0.085
C 4.75001 6.40778 9.87608 7.24 -1.18 4.00 -0.211
N 5.84240 6.22753 10.47960 -8.78 1.43 -4.86 0.082
H 3.59171 7.25931 8.27204 0.08 -0.12 0.17 0.076
H 3.02378 5.66456 8.82378 0.16 0.13 0.06 0.053
H 2.71505 7.11120 9.81462 0.21 -0.07 -0.02 0.076
C 12.36625 -5.98195 -6.12220 -0.87 0.76 0.39 -0.081
C 11.29569 -5.04062 -5.59464 -5.85 5.13 2.88 -0.213
N 10.40760 -4.25971 -5.15704 7.07 -6.26 -3.46 0.064
H 12.73275 -6.62034 -5.31352 -0.14 0.17 -0.06 0.076
H 11.95138 -6.61242 -6.91339 -0.09 0.13 0.12 0.045
H 13.20243 -5.40579 -6.52772 -0.21 0.01 0.11 0.076
```
Forces are in eV/Å.

HOMO energy: -11.48 eV
Total charge: +1
DFT total energy: -100413.065 eV
Lowest unoccupied orbital energy: -5.03 eV
HOMO-LUMO gap: 0.23717 Eh

---

(2)
Entry from the OMol25 dataset: C37H55IrN7O8S3Si as an isolated structure (ωB97M-V/def2-TZVPD).

Geometry as XYZ:
```
112
Properties=species:S:1:pos:R:3:forces:R:3:lowdin_charge:R:1
Ir -0.06100 -0.19431 -0.43141 0.16 -0.44 -0.64 1.172
O 2.26829 -0.28836 3.03165 -0.05 -0.01 -0.02 0.064
C 2.11452 -0.28938 1.82374 0.11 0.14 0.04 -0.598
O 1.09815 0.30442 1.25407 -0.18 -0.16 0.22 -0.277
C 3.14610 -0.87668 0.92344 0.00 -0.04 -0.02 -0.068
C 4.31572 -1.31471 1.52669 -0.08 0.01 0.04 0.078
C 5.34160 -1.84665 0.77962 0.06 0.00 -0.08 -0.138
C 5.22380 -1.97042 -0.59833 0.02 0.00 0.12 0.078
C 4.06768 -1.53141 -1.17565 -0.13 0.06 -0.16 -0.065
C 2.96624 -0.95657 -0.47980 -0.01 -0.14 0.00 -0.298
O 1.91611 -0.61326 -1.15475 0.14 0.37 0.03 -0.279
N 3.95453 -1.72280 -2.63290 0.06 -0.08 0.11 -0.339
O 3.65862 -2.83942 -3.01654 0.01 -0.03 -0.02 0.084
O 4.19174 -0.78254 -3.35676 -0.02 0.06 -0.02 0.106
N 6.56499 -2.30239 1.42937 -0.04 -0.11 0.00 -0.360
O 7.43516 -2.77879 0.72146 0.01 0.04 0.00 0.064
O 6.64199 -2.19834 2.63751 0.01 0.04 0.00 0.078
H 4.40145 -1.23060 2.60024 0.00 0.01 0.00 0.135
H 6.02302 -2.40584 -1.18115 -0.02 0.00 -0.02 0.140
C -2.58528 1.84679 -4.46959 -0.02 0.00 0.01 -0.096
C -2.46777 1.13279 -3.10250 0.01 0.01 -0.06 -0.572
C -3.54744 0.03563 -3.15294 0.01 -0.01 0.04 -0.102
C -2.93713 2.14619 -2.04530 0.00 0.00 0.02 -0.101
Si -0.62880 0.44673 -2.88573 -0.04 0.01 0.06 0.889
C -0.47490 -1.17775 -3.92913 0.01 0.01 -0.04 -0.593
C 0.98798 -1.61825 -4.01308 0.04 0.03 -0.01 -0.104
C -1.01823 -1.08871 -5.36540 -0.03 0.01 0.02 -0.081
C -1.21576 -2.31761 -3.21904 -0.02 0.00 0.03 -0.113
C 0.61158 1.85714 -3.44766 -0.02 0.00 -0.04 -0.580
C 2.04389 1.66168 -2.93566 -0.04 0.05 0.03 -0.100
C 0.72282 1.86614 -4.98783 0.00 -0.01 0.01 -0.089
C 0.19719 3.28316 -3.03476 0.01 -0.01 0.01 -0.092
H -3.63538 2.12245 -4.61256 0.00 0.00 0.00 0.091
H -2.30603 1.20992 -5.30637 0.01 -0.03 -0.01 0.063
H -2.00651 2.76294 -4.53603 -0.01 0.00 0.00 0.057
H -4.51862 0.52620 -3.27775 0.00 -0.01 0.02 0.092
H -3.60544 -0.56561 -2.25126 0.00 -0.01 -0.02 0.030
H -3.42246 -0.63082 -4.00366 0.00 0.02 0.01 0.060
H -3.93786 2.49515 -2.31978 0.00 0.00 0.00 0.093
H -2.31256 3.04144 -1.99551 0.02 0.00 -0.01 0.068
H -3.02248 1.70154 -1.05382 0.01 0.04 -0.01 0.061
H 1.62281 -0.92261 -4.55952 0.00 0.04 -0.03 0.072
H 1.04740 -2.58258 -4.52972 0.00 -0.01 0.01 0.096
H 1.40884 -1.73572 -3.02107 0.00 -0.02 0.05 0.034
H -0.54896 -0.30299 -5.95379 0.02 0.03 -0.01 0.067
H -2.09714 -0.94794 -5.40651 0.02 0.01 -0.01 0.060
H -0.79975 -2.03912 -5.86476 0.00 0.00 0.00 0.090
H -0.79835 -2.46237 -2.22682 0.00 0.04 -0.09 0.016
H -1.07044 -3.24221 -3.79141 0.01 -0.01 0.00 0.095
H -2.28606 -2.15213 -3.11021 0.01 0.01 -0.02 0.065
H 2.48305 0.72661 -3.26384 0.00 -0.03 0.00 0.045
H 2.11338 1.67480 -1.84890 0.01 -0.03 -0.01 0.052
H 2.66162 2.47815 -3.32566 0.01 -0.01 0.00 0.096
H 1.16662 0.94893 -5.36926 0.01 -0.04 -0.01 0.067
H 1.39063 2.68573 -5.27329 0.00 0.00 0.00 0.092
H -0.22431 2.02780 -5.49735 -0.01 0.00 0.00 0.061
H 0.17243 3.44672 -1.95879 0.00 0.01 0.02 0.051
H -0.75746 3.60517 -3.44084 0.00 -0.02 0.00 0.057
H 0.95332 3.97349 -3.42289 0.00 0.00 0.00 0.092
O -1.76879 0.88587 2.25282 0.05 0.06 0.04 -0.539
S -1.03640 0.00816 3.23490 -0.15 0.13 0.00 1.024
C -2.32025 -0.92888 4.06384 0.02 -0.04 0.03 -0.365
C -3.64390 -0.54144 3.96239 -0.02 -0.01 0.01 -0.098
C -4.61399 -1.29265 4.61152 0.00 0.03 -0.02 -0.075
C -4.25421 -2.41503 5.34413 0.02 -0.01 0.01 -0.083
C -2.92145 -2.80040 5.42607 -0.03 0.00 0.01 -0.079
C -1.94630 -2.05827 4.77824 0.01 0.01 -0.02 -0.078
C -0.64206 1.07901 4.61600 0.03 0.00 0.03 -0.354
C 0.46122 0.78291 5.39825 -0.02 0.03 0.01 -0.073
C 0.74528 1.59995 6.48685 0.03 -0.06 -0.03 -0.069
C -0.05583 2.69632 6.76208 -0.05 0.04 -0.01 -0.082
C -1.14738 2.99238 5.95079 0.05 0.00 0.05 -0.074
C -1.44646 2.18091 4.87083 0.00 -0.02 -0.04 -0.068
H -3.89918 0.32311 3.36400 -0.01 0.00 -0.01 0.099
H -5.65444 -1.00321 4.53837 0.00 0.00 0.00 0.107
H -5.01495 -2.99728 5.84792 0.00 0.00 0.00 0.102
H -2.64304 -3.68116 5.98990 0.00 0.00 0.00 0.104
H -0.90371 -2.35237 4.82477 0.00 0.00 -0.01 0.115
H 1.10266 -0.04610 5.13126 0.02 0.00 0.02 0.097
H 1.60538 1.38544 7.10744 0.00 0.00 0.00 0.107
H 0.17436 3.33402 7.60592 0.00 0.00 0.00 0.103
H -1.76243 3.85707 6.16361 0.00 0.00 0.00 0.104
H -2.28306 2.39614 4.21816 0.00 -0.01 -0.01 0.110
N 0.59533 2.75688 0.31213 -0.01 0.03 -0.05 0.036
N -0.43239 1.83577 -0.10114 0.09 0.17 0.07 -0.155
H 1.33680 2.70262 -0.37903 0.00 0.01 -0.03 0.056
H 0.98793 2.34126 1.15326 -0.02 0.01 -0.01 0.076
H -0.98834 2.31422 -0.79866 -0.04 0.00 0.01 0.034
H -1.03219 1.70910 0.73288 -0.02 0.04 0.00 0.060
S -4.45447 -1.24400 0.55969 0.06 -0.07 0.00 0.678
C -3.01734 -0.75481 0.04946 -0.11 -0.01 -0.16 -0.915
N -1.98867 -0.41231 -0.40662 0.03 -0.03 0.55 -0.154
C 2.30556 -5.21316 -0.57821 -0.01 0.02 -0.01 -0.070
C 1.32625 -4.55116 -1.52979 0.01 -0.02 0.07 -0.247
N -0.06716 -4.63867 -1.07255 -0.03 0.06 -0.05 0.038
C -0.68636 -3.71026 -0.35244 0.04 -0.08 0.13 -0.718
S 0.23908 -2.46473 0.42400 0.00 -0.10 -0.07 0.786
N -1.99851 -3.78019 -0.17547 -0.04 0.07 -0.04 0.029
C -2.90143 -4.68280 -0.87691 0.00 0.01 0.02 -0.224
C -3.01534 -6.04978 -0.21390 -0.01 0.00 0.00 -0.071
H 3.31289 -5.11085 -0.98192 0.01 -0.02 0.02 0.077
H 2.08651 -6.27423 -0.44887 0.00 0.00 -0.01 0.074
H 2.27403 -4.72656 0.39709 0.00 0.00 -0.01 0.065
H 1.36315 -5.00997 -2.51786 -0.01 0.00 -0.01 0.127
H 1.56996 -3.49939 -1.64924 0.00 0.02 -0.03 0.064
H -0.62178 -5.39662 -1.43865 0.01 -0.01 0.02 0.129
H -2.41157 -3.07242 0.41722 0.02 -0.02 0.01 0.070
H -2.57424 -4.76581 -1.91797 0.00 0.01 0.01 0.113
H -3.87004 -4.18507 -0.89274 -0.02 -0.01 -0.01 0.111
H -2.05107 -6.55686 -0.14921 0.00 0.00 0.00 0.069
H -3.69539 -6.68605 -0.78021 0.00 0.00 0.00 0.079
H -3.40259 -5.94823 0.79940 0.00 0.00 0.00 0.082
```
Forces are in eV/Å.

HOMO energy (alpha / beta): -8.27 / -8.24 eV
Total charge: 0
DFT total energy: -109290.011 eV
Energy above the lowest of the compared OMol25 structures with the same formula, charge and spin: 0.00 kJ/mol
2S+1: 2
Lowest unoccupied orbital energy (alpha / beta): -0.26 / -1.75 eV
HOMO-LUMO gap (alpha / beta): 0.29437 / 0.23841 Eh